(1)
The following is a quantum chemistry calculation of one molecule with the formula C7H14O, from the OMol25 dataset.

## Properties
**HOMO level**: -0.3181 Eh
**Maximum force**: 6.17 eV/Å
**Frontier orbital gap**: 9.5898 eV

The geometry in ORCA input format:
```
! wB97M-V def2-TZVPD RIJCOSX def2/J DEFGRID3
* xyz 0 1
H -2.711 -0.444 -0.098
H 2.862 2.538 -1.671
H 0.682 -0.373 2.142
H 0.394 1.303 1.649
H -1.149 -2.557 -0.173
C 0.946 0.391 1.408
H -1.916 -0.048 1.413
C -0.618 0.252 -0.629
C 0.649 -0.091 0.005
H -0.883 1.309 -0.593
H 2.014 0.596 1.524
C 2.165 2.069 -0.977
H -1.480 0.211 -2.355
C -1.789 -0.591 0.474
H 2.038 0.253 -2.024
C 1.721 0.823 -1.150
C -1.562 -2.068 0.714
H -0.875 -2.232 1.547
H 1.871 2.673 -0.121
H 0.957 -1.122 -0.169
H -2.500 -2.578 0.968
O -0.816 -0.314 -1.886
*
```

***

(2)
The following is a quantum chemistry calculation of C54H50CsF6IN7O8P as an isolated structure, from the OMol25 dataset.

## Properties
**HOMO level (spin up / spin down)**: -0.1672 / -0.1920 Eh
**⟨S²⟩**: 0.8661
**Maximum force**: 3.09 eV/Å
**Frontier orbital gap (spin up / spin down)**: 5.4311 / 5.0918 eV

The geometry in ORCA input format:
```
! wB97M-V def2-TZVPD RIJCOSX def2/J DEFGRID3
* xyz -1 2
C -0.553 2.363 -2.955
H 7.024 -1.286 7.990
H -7.595 3.031 -5.197
C -0.495 -2.463 5.057
C -5.139 0.975 5.079
O 6.521 0.675 -6.726
C -1.900 2.390 -2.590
H 3.973 -0.785 -3.299
H 5.679 -1.180 -5.117
N 1.747 -3.301 -1.801
C 3.632 -0.038 3.166
H -7.786 2.708 -7.001
C -2.411 2.256 -1.286
H -2.418 0.392 -4.441
C -3.627 3.504 -3.908
H 7.050 -0.007 6.750
I 0.758 -5.232 2.136
F -4.996 -6.026 -3.579
N 3.881 -2.987 -0.752
C 0.220 -3.426 4.397
C 1.259 2.355 -4.339
C -0.713 1.248 2.682
C -0.430 -4.214 3.435
N 2.325 1.015 -0.229
F -1.750 -5.528 -3.529
H -0.665 3.169 -5.046
H 4.399 -3.020 4.515
C -3.837 2.001 0.452
C 0.951 0.914 4.071
C 6.424 -0.785 7.219
N 0.331 1.006 1.871
O -6.034 2.110 -6.350
H -3.430 4.468 -3.399
C -2.465 -3.459 4.143
C -1.912 -2.524 4.959
H 5.640 0.929 5.718
C -7.131 3.050 -6.212
H 2.961 -2.008 2.770
C 2.855 1.500 -2.600
H -1.331 -4.182 -0.457
H 1.297 -3.512 4.533
Cs -0.234 -0.634 -0.544
H -4.773 2.974 5.783
H -3.541 -3.633 4.173
C -4.766 3.411 -4.768
H -3.458 -0.597 2.636
H 4.338 -3.669 -1.344
C -2.451 1.907 0.936
O 1.913 -2.546 0.314
H 4.257 -2.806 0.163
C 3.192 1.139 -1.266
C 5.421 2.186 -5.240
H 5.567 -0.283 7.728
C 4.526 0.531 0.453
H 0.040 -1.682 5.562
C 4.573 0.826 -0.859
C -2.019 1.532 2.255
H -4.720 2.292 -1.520
H -5.332 4.318 -4.877
H 4.127 3.401 -4.066
C 2.662 0.538 2.194
O -0.678 -4.620 -1.064
C 5.692 0.934 -5.665
H -2.591 -1.971 5.599
H -2.618 -4.182 1.570
C -4.488 2.206 5.072
H -7.432 1.307 7.361
C -5.009 2.231 -5.458
C 4.401 0.806 3.973
F -3.248 -6.210 -5.176
H -4.323 0.246 -5.811
C 4.351 -1.952 4.437
O -6.206 0.694 5.881
C -4.176 1.145 -5.278
H -5.382 -0.881 4.265
C -3.047 1.252 -4.500
H 5.756 3.054 -5.748
H -6.802 4.061 -6.520
C 3.073 0.653 0.854
F -3.485 -5.121 -2.119
H 1.382 2.769 0.096
H 1.543 0.826 4.976
H 7.407 1.234 -8.430
N 0.479 1.906 -2.225
H 4.320 1.893 3.780
C -6.665 1.698 6.770
H 5.376 0.855 -1.537
C 4.297 0.042 -3.886
C 6.954 1.738 -7.543
H 5.292 0.449 1.192
C 2.460 -2.941 -0.709
C -4.820 0.029 4.150
H -1.142 -4.989 -1.774
C 1.372 0.826 2.683
H -7.017 2.529 6.146
C -0.374 1.234 4.086
C 3.632 -1.422 3.381
H 0.017 3.294 0.332
F -3.688 -4.266 -4.242
C -3.077 1.381 3.244
H 1.896 2.528 -5.170
C -3.753 0.195 3.287
N -1.639 2.110 -0.157
H 2.171 -3.748 -2.632
C 3.963 1.333 -3.550
H -2.931 3.279 4.115
C 5.097 0.261 5.090
O 5.942 -1.682 6.233
C -3.808 2.226 -0.886
C 5.167 -1.115 5.241
C -3.448 2.370 4.186
F -3.179 -7.227 -3.117
C -0.059 2.674 -4.322
H -3.337 -4.101 0.052
P -3.404 -5.725 -3.654
H -0.966 1.465 4.920
N -1.740 -4.278 3.387
H 7.759 2.339 -7.070
H -4.779 1.904 0.928
C 1.607 1.887 -3.001
H -5.872 2.100 7.344
C -2.837 2.397 -3.735
H 6.119 2.389 -7.800
H 0.812 -3.616 -1.582
O -2.613 -3.820 0.677
C 4.500 2.393 -4.233
C 5.193 -0.149 -4.964
O 0.970 3.569 0.408
*
```

***

(3)
The following is a quantum chemistry calculation of C33H25BrN8O2Ru as an isolated structure, from the OMol25 dataset.

## Properties
**HOMO level (spin up / spin down)**: -0.3709 / -0.3765 Eh
**⟨S²⟩**: 0.7701
**Maximum force**: 0.57 eV/Å
**Frontier orbital gap (spin up / spin down)**: 6.1720 / 6.0610 eV

The geometry in ORCA input format:
```
! wB97M-V def2-TZVPD RIJCOSX def2/J DEFGRID3
* xyz 1 2
O -2.220 -2.520 -0.279
C 2.131 -0.224 5.315
C 2.652 -0.206 2.943
C 0.811 -4.826 -0.209
O -1.586 -0.528 -1.104
N 0.751 -2.670 -0.793
C 0.938 -3.397 -1.873
H 1.078 -5.458 -2.223
H 0.485 -3.241 1.262
N 0.813 -0.568 1.355
H 4.147 -0.315 -1.738
H 1.917 1.979 -1.958
C -2.462 -1.422 -0.756
H 1.003 -3.032 -2.883
H -0.981 -0.416 -3.534
H 0.468 5.464 -0.013
N 0.412 -0.624 3.649
C -4.935 -1.768 -0.556
C -3.877 -0.938 -0.910
H -1.804 0.498 0.760
H -0.161 -0.333 -5.899
N 0.906 -0.413 -2.736
C -1.397 4.256 1.451
H -1.303 5.325 1.601
H 2.300 -0.318 -6.319
C 4.385 0.189 4.560
C -2.360 3.550 2.110
C 2.253 -0.386 -2.950
H -0.278 -0.729 4.377
C -2.489 2.168 1.865
H -3.042 4.046 2.787
N -6.210 -1.401 -0.630
C 2.178 -0.333 1.571
C 0.672 -3.559 0.254
C 0.072 -0.401 -3.780
H -3.300 1.617 2.325
C 0.332 1.576 -0.577
H 3.776 0.131 6.621
H -7.521 0.116 -1.107
N 0.978 -4.705 -1.565
C 2.782 -0.366 -4.231
C -5.485 0.728 -1.421
H -1.024 -0.919 2.207
C 1.257 3.795 -1.080
Br -5.953 2.466 -1.994
N 2.399 -0.310 -0.621
H 5.420 0.395 4.795
C -0.514 3.624 0.541
C 0.545 -0.361 -5.082
C 3.064 -0.337 -1.726
H -3.360 1.023 -1.630
N 3.035 -0.236 0.593
C -0.594 2.221 0.327
C 3.455 0.040 5.592
C 1.203 2.399 -1.259
Ru 0.432 -0.453 -0.753
C 0.023 -0.704 2.381
H 0.793 -5.778 0.287
C 0.430 4.395 -0.180
C 3.989 0.073 3.246
H 1.406 -0.333 6.112
H 4.691 0.194 2.435
H -4.728 -2.771 -0.203
C 1.739 -0.348 3.987
C -6.478 -0.172 -1.057
C 1.913 -0.349 -5.310
C -1.631 1.532 1.009
H 1.966 4.382 -1.649
H 3.854 -0.359 -4.372
C -4.159 0.347 -1.355
*
```

***

(4)
The following is a quantum chemistry calculation of one molecule with the formula C4H5ClO, from the OMol25 dataset.

## Properties
**HOMO level**: -0.3595 Eh
**Maximum force**: 3.00 eV/Å
**Frontier orbital gap**: 10.1577 eV

The geometry in ORCA input format:
```
! wB97M-V def2-TZVPD RIJCOSX def2/J DEFGRID3
* xyz 0 1
H 0.578 2.568 0.987
C 0.284 1.578 1.071
H 0.115 1.200 2.117
C -0.541 -0.422 -0.164
Cl -1.833 0.177 -1.297
H -1.079 -0.720 0.752
C 0.412 0.720 0.044
O 1.349 -1.816 -0.968
C 0.188 -1.701 -0.747
H -0.481 -2.628 -0.923
H 1.008 1.044 -0.871
*
```

***

(5)
The following is a quantum chemistry calculation of a 2-piece molecular cluster, C3H6N2OS2 overall, from the OMol25 dataset.

## Properties
**HOMO level (spin up / spin down)**: -0.2566 / -0.2566 Eh
**Maximum force**: 2.64 eV/Å
**Frontier orbital gap (spin up / spin down)**: 6.4658 / 6.4669 eV

The geometry in ORCA input format:
```
! wB97M-V def2-TZVPD RIJCOSX def2/J DEFGRID3
* xyz 0 1
C -1.002 0.298 1.986
H -1.218 1.440 1.982
C -0.569 -0.103 0.638
O 0.038 0.397 -2.719
H -2.076 0.050 2.112
C -0.196 -0.072 -1.510
H -0.235 -0.019 2.790
N 0.015 -1.389 -1.325
S 1.986 0.760 0.129
H -0.021 1.346 -2.533
N -0.661 0.625 -0.468
H 0.682 -1.992 -1.736
S -0.137 -1.783 0.268
H 3.394 0.442 0.385
*
```

***

(6)
The following is a quantum chemistry calculation of one molecule with the formula C4H9NO, from the OMol25 dataset.

## Properties
**HOMO level**: -0.3384 Eh
**Maximum force**: 6.34 eV/Å
**Frontier orbital gap**: 10.0346 eV

The geometry in ORCA input format:
```
! wB97M-V def2-TZVPD RIJCOSX def2/J DEFGRID3
* xyz 0 1
C 0.799 -0.650 0.786
H 0.403 1.960 0.590
H -1.740 -1.793 -0.861
H 0.374 -1.587 0.789
H 1.847 -0.568 0.528
C 0.604 1.512 -0.358
C -1.591 0.127 0.113
O -2.190 1.021 0.650
N -2.106 -0.977 -0.381
H 1.561 1.500 -0.746
H 0.163 2.244 -1.087
H 0.528 -0.085 1.652
H -0.084 -0.375 -1.335
H -3.196 -1.036 -0.451
C 0.077 0.150 -0.276
*
```

***

(7)
The following is a quantum chemistry calculation of one molecule with the formula C17H25N3O4, from the OMol25 dataset.

## Properties
**HOMO level**: -0.2945 Eh
**Maximum force**: 3.13 eV/Å
**Frontier orbital gap**: 8.6176 eV

The geometry in ORCA input format:
```
! wB97M-V def2-TZVPD RIJCOSX def2/J DEFGRID3
* xyz 0 1
H -0.353 0.577 -1.122
H -2.736 -4.051 1.559
H -0.721 -2.226 -0.195
C 0.602 -2.247 2.316
H 2.848 3.643 -4.967
N 1.834 -0.772 -3.168
C 1.095 0.361 -2.740
H -0.610 2.769 -2.637
H -2.733 -2.283 1.488
O -0.266 -3.396 2.160
H -1.136 2.767 3.396
H -0.192 3.693 -5.157
H -2.470 -4.108 4.602
H 1.604 -2.592 2.601
H 0.840 -3.065 -0.243
C 0.730 -1.337 1.075
H 1.798 -1.013 0.982
H -1.571 -5.271 3.554
C 1.913 3.159 -5.250
C -0.082 -1.291 3.351
H 2.324 1.031 -5.023
N 0.771 -1.304 -1.355
C -2.677 -3.140 2.168
O -1.291 -1.929 3.681
C 0.489 2.853 -2.679
O -1.517 0.795 2.882
H -0.651 1.570 4.639
C -1.556 -4.283 4.000
H -0.697 -4.239 4.685
C -0.290 0.056 2.623
C -1.402 1.818 3.886
H 0.906 5.061 -5.353
H 0.115 4.975 -2.958
H 0.845 2.882 -1.649
H 0.488 -1.168 4.231
C 1.128 1.675 -3.393
C 0.363 -0.045 -1.683
H -3.585 -3.174 2.806
C 0.829 4.213 -3.313
N 1.680 -1.712 -2.289
C 0.352 -2.092 -0.193
C 0.773 4.096 -4.834
H -2.375 1.951 4.340
C 1.842 1.833 -4.557
C -1.426 -3.150 2.999
H 1.840 4.594 -3.054
O -0.159 -0.225 1.241
H 1.917 3.059 -6.353
H 0.570 0.681 2.899
*
```

***

(8)
The following is a quantum chemistry calculation of a 2-piece molecular cluster, C2H8OS2 overall, from the OMol25 dataset.

## Properties
**HOMO level**: -0.2872 Eh
**Maximum force**: 4.62 eV/Å
**Frontier orbital gap**: 6.3515 eV

The geometry in ORCA input format:
```
! wB97M-V def2-TZVPD RIJCOSX def2/J DEFGRID3
* xyz 0 1
H -0.175 -1.795 2.806
S 0.486 -0.274 1.186
H -4.050 -3.080 -5.181
C 1.565 2.585 0.469
H 2.724 2.709 0.382
H 1.631 -1.484 2.792
H 1.214 3.548 -0.240
S 0.748 1.239 -0.417
H 1.117 2.637 1.506
H -2.898 -2.393 -4.441
C 0.599 -1.084 2.817
H 0.503 -0.332 3.551
O -3.464 -2.277 -5.232
*
```